# 1
This record from the Open Molecules 2025 dataset describes a cluster of 2 separate species, C8H10F2O3S in total at a distorted geometry. The level of theory is ωB97M-V/def2-TZVPD.

Atoms and positions in Å:
C (-0.567, 1.067, -1.004)
C (-2.111, 1.253, 2.097)
C (-1.109, 0.529, 1.684)
C (1.915, 0.237, -2.103)
C (1.612, -0.085, -0.604)
C (0.606, 0.304, -2.961)
C (0.168, 0.095, -0.078)
C (-1.281, -1.869, 2.354)
O (-1.078, 2.030, -0.465)
O (-0.441, 0.966, -2.323)
O (0.128, 0.630, 1.242)
F (-1.849, -2.072, 3.538)
F (-1.948, -2.432, 1.302)
S (0.449, -2.347, 2.360)
H (-2.182, 2.219, 1.652)
H (-2.840, 0.772, 2.735)
H (2.284, 1.258, -1.994)
H (2.678, -0.404, -2.497)
H (1.840, -1.158, -0.465)
H (2.269, 0.484, 0.016)
H (0.775, 0.954, -3.800)
H (0.227, -0.640, -3.327)
H (-0.509, -0.762, -0.170)
H (0.963, -1.028, 2.811)

Properties
molecular weight	224.228	g mol⁻¹
calculated total energy	-30865.3333	eV
maximum force	0.08440	hartree/bohr
energy above the lowest of the compared OMol25 structures with the same formula, charge and spin	0.00	kcal/mol
spin multiplicity	1

---

# 2
This record from the Open Molecules 2025 dataset describes a cluster of 2 separate species, C8H10F4N3 in total at a distorted geometry. The level of theory is ωB97M-V/def2-TZVPD.

Atoms and positions in Å:
C (0.099, -1.143, 0.563)
C (0.847, 0.677, -1.296)
C (1.447, -1.153, 0.177)
C (1.812, -0.217, -0.899)
C (-0.770, -0.243, 0.090)
C (-3.385, 0.820, 1.527)
C (-2.960, -0.314, 0.620)
C (-3.538, -0.191, -0.804)
N (-0.353, 0.706, -0.737)
N (2.323, -1.944, 0.763)
N (3.034, -0.286, -1.554)
F (-3.015, -1.553, 0.993)
F (-3.177, -1.026, -1.707)
F (-4.909, -0.185, -0.672)
F (-3.241, 1.050, -1.279)
H (-0.273, -1.824, 1.190)
H (1.212, 1.427, -1.943)
H (-2.867, 0.865, 2.522)
H (-3.181, 1.563, 0.830)
H (-4.387, 0.767, 1.913)
H (-1.082, 1.422, -0.920)
H (1.821, -2.700, 1.256)
H (3.273, -1.790, 0.950)
H (3.047, 0.023, -2.576)
H (3.634, -0.987, -1.256)

Properties
molecular weight	224.181	g mol⁻¹
net charge	+1
calculated total energy	-23789.7873	eV
maximum force	0.07636	hartree/bohr
energy above the lowest of the compared OMol25 structures with the same formula, charge and spin	52.95	kcal/mol
spin multiplicity	1

---

# 3
This record from the Open Molecules 2025 dataset describes a cluster of 2 separate species, C8H10F6O4 in total at a distorted geometry. The level of theory is ωB97M-V/def2-TZVPD.

Atoms and positions in Å:
C (2.972, 2.828, -1.999)
C (1.661, 1.887, -1.862)
O (1.323, 2.189, -0.473)
C (0.160, 1.650, 0.008)
O (-0.605, 0.894, -0.570)
C (-0.075, 2.122, 1.441)
F (-1.435, 2.025, 1.826)
F (0.709, 1.403, 2.383)
F (0.256, 3.464, 1.664)
H (3.409, 2.341, -2.953)
H (3.652, 2.635, -1.153)
H (2.720, 3.928, -2.022)
H (1.727, 0.884, -1.938)
H (0.843, 2.269, -2.401)
C (0.308, -2.474, 2.032)
C (0.092, -2.678, 0.561)
O (-0.946, -1.868, 0.132)
C (-2.238, -2.345, -0.036)
O (-2.560, -3.502, -0.062)
C (-3.154, -1.319, -0.491)
F (-3.274, -0.289, 0.433)
F (-2.963, -0.801, -1.760)
F (-4.452, -1.843, -0.429)
H (-0.653, -2.821, 2.486)
H (0.393, -1.443, 2.379)
H (1.171, -3.106, 2.485)
H (0.003, -3.722, 0.327)
H (0.958, -2.307, -0.009)

Properties
SMILES string	CCOC(=O)C(F)(F)F.CCOC(=O)C(F)(F)F
molecular weight	284.152	g mol⁻¹
calculated total energy	-32951.6630	eV
maximum force	0.12114	hartree/bohr
energy above the lowest of the compared OMol25 structures with the same formula, charge and spin	48.23	kcal/mol
spin multiplicity	1

---

# 4
This record from the Open Molecules 2025 dataset describes the ion C8H10FN2O3S with charge -1 at a distorted geometry. The level of theory is ωB97M-V/def2-TZVPD.

Atoms and positions in Å:
C (2.667, 0.756, 0.458)
C (1.227, 0.727, -0.022)
C (0.967, 1.791, -1.084)
S (0.108, 1.095, 1.431)
C (-0.941, -0.306, 1.084)
N (-0.601, -0.745, -0.235)
C (-1.760, -0.608, -0.898)
O (-2.098, -0.846, -2.036)
C (-2.592, -0.103, 0.306)
N (-3.623, -0.906, 0.792)
F (-2.919, 1.245, 0.233)
C (0.793, -0.666, -0.535)
C (1.619, -1.879, 0.191)
O (1.106, -2.301, 1.223)
O (2.646, -2.184, -0.408)
H (2.966, 1.772, 0.717)
H (3.317, 0.367, -0.324)
H (2.781, 0.118, 1.333)
H (1.130, 2.788, -0.677)
H (-0.062, 1.728, -1.438)
H (1.637, 1.641, -1.930)
H (-0.931, -1.062, 1.861)
H (-4.160, -0.453, 1.523)
H (-4.232, -1.229, 0.047)
H (0.955, -0.740, -1.614)

Properties
SMILES string	CC1(C)S[C@@H]2N(C(=O)[C@]2(N)F)[C@@H]1C(=O)[O-]
molecular weight	233.244	g mol⁻¹
net charge	-1
calculated total energy	-31135.2648	eV
maximum force	0.07384	hartree/bohr
energy above the lowest of the compared OMol25 structures with the same formula, charge and spin	0.00	kcal/mol
spin multiplicity	1

---

# 5
This record from the Open Molecules 2025 dataset describes a structure of composition C8H10MnO8P at a distorted geometry. The level of theory is ωB97M-V/def2-TZVPD.

Atoms and positions in Å:
O (-0.565, -4.358, -2.973)
C (-0.430, -3.478, -2.241)
Mn (-0.478, 1.478, -2.901)
C (-0.373, 2.500, -1.322)
O (-0.304, 3.374, -0.556)
C (-0.270, 3.237, -3.924)
O (-0.323, 3.552, -5.038)
C (-2.141, 1.115, -2.157)
O (-3.232, 0.782, -1.895)
C (1.218, 0.893, -2.298)
O (2.289, 0.452, -2.157)
H (-0.588, -0.333, -3.175)
C (-0.448, 1.681, 2.193)
O (-0.214, 0.563, 1.269)
P (-1.113, -0.858, 1.384)
O (-0.716, -1.387, 2.898)
C (0.617, -1.449, 3.465)
O (-0.241, -1.812, 0.352)
C (1.193, -1.840, 0.257)
H (-1.060, 2.434, 1.689)
H (0.532, 2.075, 2.434)
H (-0.936, 1.374, 3.116)
H (1.338, -0.728, 3.028)
H (0.517, -1.235, 4.540)
H (1.015, -2.472, 3.361)
H (1.642, -0.827, 0.400)
H (1.602, -2.543, 1.004)
H (1.469, -2.190, -0.754)

Properties
molecular weight	320.072	g mol⁻¹
expectation value of S²	6.1351
net charge	+2
calculated total energy	-65423.8330	eV
maximum force	0.14717	hartree/bohr
spin multiplicity	5

---

# 6
This record from the Open Molecules 2025 dataset describes an isolated molecule of C8H10N2 at a distorted geometry. The level of theory is ωB97M-V/def2-TZVPD.

Atoms and positions in Å:
C (2.822, -0.128, 0.228)
C (2.153, 0.959, 0.841)
C (2.102, -1.101, -0.452)
C (0.820, 1.070, 0.685)
C (0.724, -0.981, -0.385)
C (0.025, 0.069, 0.171)
C (-1.491, 0.090, 0.059)
C (-1.859, 0.491, -1.328)
N (-2.269, 0.229, 1.221)
N (-2.016, -1.146, 0.708)
H (3.881, -0.234, 0.043)
H (2.605, 1.867, 1.300)
H (2.618, -2.012, -0.979)
H (0.407, 1.815, 1.210)
H (0.020, -1.773, -0.913)
H (-1.887, -0.253, -2.038)
H (-1.146, 1.281, -1.579)
H (-2.835, 0.927, -1.311)
H (-1.733, 0.440, 2.134)
H (-2.941, -1.610, 0.386)

Properties
molecular weight	134.182	g mol⁻¹
expectation value of S²	2.0441
calculated total energy	-11430.8619	eV
maximum force	0.15836	hartree/bohr
energy above the lowest of the compared OMol25 structures with the same formula, charge and spin	67.63	kcal/mol
spin multiplicity	3

---

# 7
This record from the Open Molecules 2025 dataset describes an isolated molecule of C8H10N2O at a distorted geometry. The level of theory is ωB97M-V/def2-TZVPD.

Atoms and positions in Å:
C (1.872, -1.657, -2.043)
C (0.981, -0.890, -1.400)
C (0.037, -0.467, -0.625)
C (-0.110, -1.366, 0.605)
N (0.804, -1.292, 1.471)
N (0.637, -2.092, 2.709)
O (1.854, -0.651, 1.320)
C (-0.732, 0.708, -0.614)
C (-1.417, 1.456, -1.489)
C (-1.432, 2.683, -0.631)
C (-0.724, 1.754, 0.456)
H (1.480, -2.291, -2.788)
H (2.909, -1.550, -1.883)
H (-0.903, -2.071, 0.773)
H (1.078, -1.673, 3.522)
H (-0.441, -2.146, 2.795)
H (-1.708, 1.389, -2.501)
H (-2.477, 2.967, -0.337)
H (-0.739, 3.477, -1.093)
H (0.291, 2.268, 0.416)
H (-1.259, 1.446, 1.337)

Properties
SMILES string	C=C=C(/C=[N+](/N)[O-])C1=CCC1
molecular weight	150.181	g mol⁻¹
calculated total energy	-13478.4139	eV
maximum force	0.06769	hartree/bohr
energy above the lowest of the compared OMol25 structures with the same formula, charge and spin	182.61	kcal/mol
spin multiplicity	1

---

# 8
This record from the Open Molecules 2025 dataset describes a cluster of 2 separate species, C8H10N2O2 in total at a distorted geometry. The level of theory is ωB97M-V/def2-TZVPD.

Atoms and positions in Å:
C (-1.074, 0.829, 1.338)
C (-0.088, 1.797, 1.474)
C (0.632, 0.764, -0.481)
C (-2.385, -1.784, 0.507)
C (2.406, -1.860, -0.984)
C (-1.609, -1.019, -0.273)
C (-1.184, -1.574, -1.553)
C (1.975, 2.501, 0.336)
N (-0.858, 0.079, 0.246)
N (0.795, 1.705, 0.476)
O (2.947, -0.881, -1.199)
O (1.954, -2.887, -0.805)
H (-1.997, 0.869, 1.859)
H (0.216, 2.349, 2.335)
H (-2.526, -1.491, 1.504)
H (-2.867, -2.605, 0.098)
H (-1.451, -2.612, -1.585)
H (-1.749, -1.075, -2.346)
H (-0.092, -1.413, -1.553)
H (1.812, 3.631, 0.518)
H (2.903, 2.180, 0.826)
H (2.241, 2.495, -0.739)

Properties
molecular weight	166.180	g mol⁻¹
calculated total energy	-15529.9587	eV
maximum force	0.08124	hartree/bohr
energy above the lowest of the compared OMol25 structures with the same formula, charge and spin	93.39	kcal/mol
spin multiplicity	1

---

# 9
This record from the Open Molecules 2025 dataset describes a cluster of 2 separate species, C8H10N2O2 in total at a distorted geometry. The level of theory is ωB97M-V/def2-TZVPD.

Atoms and positions in Å:
H (1.391, -0.062, -0.842)
N (1.294, 0.705, -0.185)
C (2.378, 0.832, 0.462)
N (2.426, 1.689, 1.555)
C (3.405, 1.035, 2.368)
C (3.993, 0.022, 1.706)
O (3.494, 0.055, 0.420)
H (1.491, 1.789, 1.948)
H (3.565, 1.401, 3.372)
H (4.701, -0.739, 1.929)
C (-3.457, -1.184, -1.112)
C (-2.266, -1.776, -0.968)
C (-1.027, -1.000, -0.896)
O (-1.175, 0.399, -1.231)
C (-2.393, 0.945, -1.255)
C (-3.556, 0.250, -1.213)
H (-4.356, -1.800, -1.055)
H (-2.171, -2.862, -0.862)
H (-0.584, -1.040, 0.110)
H (-0.256, -1.439, -1.560)
H (-2.378, 2.029, -1.392)
H (-4.517, 0.750, -1.299)

Properties
SMILES string	[H]/N=c1/[nH]cco1.C1=CCOC=C1
molecular weight	166.180	g mol⁻¹
calculated total energy	-15530.3737	eV
maximum force	0.04514	hartree/bohr
energy above the lowest of the compared OMol25 structures with the same formula, charge and spin	83.82	kcal/mol
spin multiplicity	1

---

# 10
This record from the Open Molecules 2025 dataset describes an isolated molecule of C8H10N2O2S at a distorted geometry. The level of theory is ωB97M-V/def2-TZVPD.

Atoms and positions in Å:
C (2.160, -2.657, 0.730)
C (2.053, -1.403, -0.048)
C (3.175, -0.644, -0.161)
C (3.040, 0.623, -0.576)
S (1.315, 0.818, -0.833)
C (0.905, -0.779, -0.556)
C (-0.414, -1.320, -0.443)
N (-1.496, -0.791, -0.271)
N (-1.660, 0.530, -0.131)
C (-2.931, 1.048, -0.151)
O (-4.001, 0.362, -0.002)
C (-2.736, 2.545, 0.040)
O (-3.947, 3.202, -0.025)
H (1.784, -3.735, 0.356)
H (1.698, -2.454, 1.783)
H (3.160, -2.841, 1.209)
H (4.189, -0.957, -0.217)
H (3.779, 1.418, -0.974)
H (-0.372, -2.396, -0.604)
H (-0.833, 1.260, -0.052)
H (-1.965, 3.125, -0.421)
H (-2.326, 2.655, 1.050)
H (-4.577, 2.391, 0.298)

Properties
SMILES string	Cc1ccsc1/C=N\NC(=O)CO
molecular weight	198.247	g mol⁻¹
calculated total energy	-26364.7564	eV
maximum force	0.09909	hartree/bohr
energy above the lowest of the compared OMol25 structures with the same formula, charge and spin	104.02	kcal/mol
spin multiplicity	1

---

# 11
This record from the Open Molecules 2025 dataset describes an isolated molecule of C8H10N2O3 at a distorted geometry. The level of theory is ωB97M-V/def2-TZVPD.

Atoms and positions in Å:
C (-0.231, -2.036, 1.737)
C (0.544, -1.440, 0.583)
C (1.598, -2.106, -0.084)
N (2.290, -1.580, -1.004)
C (2.008, -0.372, -1.539)
C (0.954, 0.410, -0.987)
C (0.607, 1.711, -1.792)
C (0.300, -0.124, 0.138)
N (-0.727, 0.656, 0.797)
O (-0.279, 1.865, 1.147)
O (-1.944, 0.968, -0.028)
C (-3.054, 0.957, 0.726)
O (-4.131, 1.289, 0.402)
H (-1.290, -1.924, 1.461)
H (0.175, -3.063, 1.986)
H (-0.045, -1.350, 2.530)
H (2.025, -3.066, 0.254)
H (2.611, 0.165, -2.281)
H (-0.430, 2.065, -1.549)
H (1.291, 2.422, -1.540)
H (0.479, 1.569, -2.883)
H (0.088, 2.370, 0.266)
H (-2.840, 0.616, 1.660)

Properties
SMILES string	Cc1cncc(C)c1N(O)OC=O
molecular weight	182.179	g mol⁻¹
calculated total energy	-17576.4067	eV
maximum force	0.09884	hartree/bohr
energy above the lowest of the compared OMol25 structures with the same formula, charge and spin	118.95	kcal/mol
spin multiplicity	1

---

# 12
This record from the Open Molecules 2025 dataset describes an isolated molecule of C8H10N2O3S at a distorted geometry. The level of theory is ωB97M-V/def2-TZVPD.

Atoms and positions in Å:
C (0.093, -0.677, 2.072)
C (0.521, -0.985, 0.637)
C (1.839, -0.140, 0.328)
C (0.731, -2.457, 0.413)
C (-0.357, -0.307, -0.373)
N (-0.806, -0.827, -1.487)
S (-1.728, 0.233, -2.333)
O (-1.211, 0.580, -3.599)
O (-3.070, -0.278, -2.327)
C (-1.418, 1.584, -1.271)
O (-1.360, 2.909, -1.221)
C (-0.671, 3.181, -0.098)
N (-0.186, 2.137, 0.528)
C (-0.654, 1.128, -0.250)
H (0.706, -1.325, 2.726)
H (0.200, 0.380, 2.235)
H (-0.875, -1.038, 2.245)
H (2.605, -0.370, 1.057)
H (1.640, 0.964, 0.209)
H (2.099, -0.363, -0.756)
H (1.418, -2.803, 1.168)
H (1.172, -2.451, -0.633)
H (-0.148, -3.228, 0.525)
H (-0.540, 4.153, 0.205)

Properties
SMILES string	CC(C)(C)C1=NS(=O)(=O)c2ocnc21
molecular weight	214.246	g mol⁻¹
calculated total energy	-28413.1244	eV
maximum force	0.04923	hartree/bohr
energy above the lowest of the compared OMol25 structures with the same formula, charge and spin	66.44	kcal/mol
spin multiplicity	1